[1]
86
Properties=species:S:1:pos:R:3 method="wB97M-V/def2-TZVPD" lumo_energy_ev=-0.591 orbital_gap_ev=8.67 total_energy_ha=-20594.27495
N 1.526 -1.611 5.831
C 0.632 -1.715 4.872
C -0.522 -1.992 3.692
P 0.203 -2.802 2.119
N 0.622 -4.358 2.281
C -1.475 -0.681 3.421
C -1.524 0.330 4.753
N -1.278 1.168 5.734
C -1.207 0.103 2.012
C 0.309 0.673 1.784
O 1.113 0.851 2.996
C 2.515 0.458 2.831
C 3.608 1.674 2.978
F 3.966 2.175 1.598
F 4.880 1.031 3.481
C 3.141 2.925 3.925
F 4.277 3.921 3.884
F 1.959 3.691 3.378
C 2.923 2.562 5.508
F 1.724 1.718 5.791
F 4.128 1.956 6.168
C 2.657 3.988 6.341
F 2.708 3.598 7.800
F 1.307 4.554 6.114
H -1.236 -2.815 4.181
H 1.440 -2.069 1.817
H -0.736 -2.697 1.025
H 0.370 -4.643 3.261
H -2.589 -1.107 3.349
H -1.456 -0.620 1.117
H -2.016 0.977 1.949
H 0.799 0.017 0.943
H 0.185 1.759 1.305
H 2.753 -0.303 3.720
H 2.772 -0.117 1.847
H 3.543 4.743 6.194
Cl -0.010 -6.707 -0.361
C -1.281 -7.667 0.437
Cl -2.516 -8.129 -0.760
Cl -0.560 -9.135 1.145
Cl -2.037 -6.696 1.726
Cl -3.119 -10.580 -5.848
C -2.981 -9.004 -5.027
Cl -1.340 -8.825 -4.356
Cl -3.291 -7.696 -6.196
Cl -4.175 -8.917 -3.707
Cl -3.612 -4.727 4.920
C -3.865 -3.810 6.426
Cl -3.051 -2.230 6.304
Cl -5.611 -3.560 6.683
Cl -3.187 -4.722 7.798
Cl -6.457 -7.876 -1.409
C -6.319 -6.301 -0.588
Cl -4.678 -6.121 0.082
Cl -6.629 -4.992 -1.758
Cl -7.513 -6.213 0.731
Cl 0.680 1.968 -3.002
C -0.591 1.008 -2.204
Cl -1.827 0.545 -3.401
Cl 0.129 -0.460 -1.496
Cl -1.347 1.978 -0.915
Cl 6.673 2.619 -3.977
C 5.056 1.956 -3.632
Cl 4.676 2.186 -1.906
Cl 3.842 2.801 -4.625
Cl 5.032 0.217 -4.018
Cl 7.318 5.697 -8.142
C 7.463 5.926 -6.381
Cl 7.263 7.652 -5.988
Cl 6.202 4.979 -5.553
Cl 9.070 5.376 -5.841
Cl -5.706 0.866 -3.852
C -5.569 2.442 -3.031
Cl -3.928 2.621 -2.361
Cl -5.879 3.750 -4.201
Cl -6.763 2.529 -1.712
Cl -3.422 3.520 -6.364
C -3.692 4.271 -7.958
Cl -5.108 5.349 -7.875
Cl -2.253 5.215 -8.420
Cl -3.983 3.000 -9.172
Cl 2.804 7.876 -5.723
C 3.376 7.711 -4.043
Cl 2.262 8.571 -2.950
Cl 3.429 5.986 -3.600
Cl 5.007 8.412 -3.900

[2]
63
Properties=species:S:1:pos:R:3 method="wB97M-V/def2-TZVPD" lumo_energy_ev=-1.840 orbital_gap_ev=6.73 total_energy_ha=-1784.80263
O 1.853 3.301 -0.254
S 1.462 2.098 -1.182
O 1.111 2.647 -2.587
F 2.866 1.086 -1.281
N 0.198 1.171 -0.412
I -1.081 2.335 0.712
C -0.537 0.262 -1.371
C 0.173 -1.244 -1.277
C 0.963 -1.473 0.179
C 0.198 -1.347 1.650
C 1.026 -1.534 3.065
C 2.653 -1.861 2.926
C 3.425 -2.009 1.480
C 2.588 -1.822 0.070
H -0.630 0.663 -2.467
H -1.626 0.107 -0.908
H -0.654 -2.099 -1.343
H 0.911 -1.398 -2.185
H -0.961 -1.079 1.602
H 0.497 -1.419 4.129
H 3.276 -1.997 3.914
H 4.588 -2.229 1.403
H 3.100 -1.926 -0.999
C -3.987 -3.017 8.897
C -2.932 -4.064 8.573
C -1.605 -3.461 8.104
C -1.674 -2.650 6.804
C -2.213 -3.406 5.587
C -1.351 -4.593 5.185
H -4.256 -2.429 8.015
H -4.897 -3.502 9.263
H -3.632 -2.333 9.674
H -3.323 -4.761 7.824
H -2.743 -4.657 9.476
H -0.874 -4.271 7.990
H -1.211 -2.811 8.895
H -0.667 -2.281 6.575
H -2.291 -1.759 6.965
H -2.260 -2.709 4.741
H -3.240 -3.740 5.766
H -0.328 -4.275 4.962
H -1.761 -5.068 4.288
H -1.314 -5.350 5.973
C 0.059 2.750 -5.598
C 1.389 3.364 -6.009
C 1.258 4.796 -6.534
C 0.415 4.955 -7.805
C 0.884 4.137 -9.011
C 2.276 4.518 -9.492
H -0.624 2.662 -6.448
H 0.219 1.744 -5.196
H -0.426 3.351 -4.823
H 1.875 2.725 -6.753
H 2.051 3.376 -5.133
H 2.263 5.198 -6.710
H 0.818 5.423 -5.749
H 0.403 6.017 -8.080
H -0.626 4.691 -7.587
H 0.177 4.297 -9.834
H 0.854 3.066 -8.785
H 2.319 5.578 -9.764
H 2.542 3.931 -10.378
H 3.035 4.326 -8.728

[3]
89
Properties=species:S:1:pos:R:3 method="wB97M-V/def2-TZVPD" lumo_energy_ev="-13.103 / -14.703" charge=+4 de_lowest_kcal_mol=74.8 multiplicity=5 orbital_gap_ev="5.24 / 3.66" total_energy_ha=-4742.52698
C 1.409 -5.770 -4.534
C 1.809 -4.834 -3.536
C 3.185 -4.890 -3.176
C 4.082 -5.702 -3.891
N 3.721 -6.533 -4.896
C 2.395 -6.552 -5.187
C 0.951 -3.790 -2.889
C 0.495 -2.909 -2.123
C 0.293 -2.266 -0.762
C 1.101 -1.017 -0.602
C 0.982 -0.360 0.650
C 0.443 -0.949 1.803
C -0.006 -2.318 1.705
C -0.144 -2.939 0.462
Ru -0.716 -0.701 -1.467
P -0.667 1.763 -1.084
H 3.612 -4.272 -2.384
H 0.380 -5.908 -4.885
H 5.163 -5.702 -3.685
H 2.154 -7.240 -6.018
H -0.383 -3.994 0.404
H 2.145 -0.835 -1.079
H -0.200 -2.864 2.631
H 1.630 0.517 0.788
C -1.534 2.773 0.207
C -0.921 4.135 0.589
H -1.495 2.126 1.094
H -2.593 2.894 -0.060
H -1.566 4.842 1.121
H -0.046 3.970 1.221
H -0.597 4.704 -0.284
C 1.023 2.597 -0.928
C 2.027 2.462 -2.091
H 1.463 2.183 0.009
H 0.884 3.705 -0.809
H 3.039 2.318 -1.674
H 1.786 1.620 -2.764
H 2.045 3.415 -2.653
C -1.208 2.567 -2.662
C -0.957 4.098 -2.806
H -2.277 2.333 -2.775
H -0.668 2.007 -3.450
H -1.232 4.431 -3.826
H -1.555 4.680 -2.080
H 0.110 4.343 -2.657
Br -0.296 0.371 2.975
P 3.150 0.453 3.509
C 2.960 1.895 2.404
C 3.495 3.153 3.090
H 1.908 2.055 2.117
H 3.594 1.698 1.514
H 3.534 4.000 2.401
H 2.895 3.481 3.938
H 4.492 2.937 3.472
C 1.837 0.003 4.714
C 2.312 -0.618 5.986
H 1.194 -0.717 4.206
H 1.272 0.902 4.949
H 1.481 -0.737 6.676
H 2.744 -1.599 5.814
H 3.056 0.032 6.433
C 3.391 -1.015 2.492
C 4.831 -1.530 2.441
H 3.105 -0.738 1.473
H 2.696 -1.788 2.856
H 4.856 -2.467 1.877
H 5.465 -0.819 1.905
H 5.255 -1.704 3.432
C -5.202 1.464 -2.539
N -5.239 0.634 -1.339
C -6.568 0.210 -0.871
C -4.080 0.072 -0.869
N -3.002 -0.153 -1.622
N -4.026 -0.201 0.465
C -4.977 0.311 1.462
C -2.879 -0.946 0.914
H -6.201 1.924 -2.598
H -5.027 0.824 -3.424
H -4.437 2.264 -2.438
H -6.555 -0.814 -0.473
H -6.987 0.913 -0.135
H -7.208 0.257 -1.752
H -3.144 -0.092 -2.621
H -5.822 -0.390 1.571
H -4.462 0.456 2.427
H -5.359 1.289 1.150
H -3.146 -2.003 1.142
H -2.066 -0.909 0.120
H -2.401 -0.498 1.796

[4]
125
Properties=species:S:1:pos:R:3 method="wB97M-V/def2-TZVPD" lumo_energy_ev=-3.701 charge=+1 orbital_gap_ev=6.65 total_energy_ha=-5461.24473
C 4.199 -0.576 0.838
C 2.949 0.227 1.458
C 2.284 1.123 0.292
C 1.300 0.326 -0.695
O 0.165 -0.325 -0.040
C -0.133 -1.628 -0.602
N -0.641 -2.443 0.578
C 0.077 -2.385 1.878
C 1.519 -3.103 1.627
O 2.516 -2.930 2.351
F 1.566 -4.026 0.506
C -1.739 -3.132 0.212
C -2.486 -4.030 1.302
Br -3.925 -5.194 0.592
C -3.197 -3.000 2.356
C -3.911 -3.787 3.593
C -2.067 -2.869 -1.361
C -3.640 -2.637 -1.720
O -1.278 -3.539 -2.359
C -1.423 -4.985 -2.314
C 0.072 -5.590 -2.572
C 0.131 -7.192 -2.494
O 0.456 -5.085 -3.894
C -1.485 -1.335 -1.491
O -2.193 -0.365 -0.697
C -2.704 0.748 -1.484
C -3.820 1.479 -0.543
C -4.901 0.413 0.037
O -4.584 2.326 -1.480
P -0.815 -0.789 -3.218
C -1.989 -1.342 -4.607
O 0.677 -1.594 -3.571
H 3.902 -1.269 -0.041
H 4.762 -1.194 1.628
H 4.966 0.173 0.396
H 2.136 -0.438 1.910
H 3.304 0.931 2.304
H 1.804 2.051 0.774
H 3.162 1.506 -0.363
H 1.828 -0.431 -1.383
H 0.843 1.129 -1.416
H 0.699 -2.251 -1.078
H 0.185 -1.336 2.322
H -0.417 -3.028 2.709
H -1.713 -4.641 1.913
H -3.984 -2.379 1.801
H -2.453 -2.270 2.834
H -3.594 -3.304 4.593
H -3.523 -4.865 3.610
H -5.050 -3.700 3.531
H -3.844 -1.644 -2.244
H -3.950 -3.523 -2.381
H -4.227 -2.631 -0.737
H -2.067 -5.379 -3.178
H -1.796 -5.406 -1.318
H 0.730 -5.081 -1.758
H 1.252 -7.478 -2.588
H -0.278 -7.613 -1.512
H -0.389 -7.602 -3.433
H 1.372 -5.387 -4.115
H -3.275 0.439 -2.435
H -1.839 1.485 -1.696
H -3.351 2.135 0.268
H -5.599 1.010 0.738
H -5.579 -0.026 -0.789
H -4.418 -0.430 0.650
H -5.524 2.247 -1.185
H -2.098 -0.458 -5.351
H -3.020 -1.689 -4.258
H -1.503 -2.197 -5.205
H 0.922 -1.472 -4.516
C 0.859 4.118 -2.485
O 1.377 2.862 -2.897
H 0.643 4.077 -1.416
H 1.599 4.899 -2.674
H -0.061 4.334 -3.033
H 1.560 2.929 -3.844
C -1.881 1.442 3.411
O -1.356 0.187 2.999
H -2.106 1.397 4.476
H -1.142 2.226 3.230
H -2.798 1.657 2.856
H -1.165 0.253 2.051
C -7.916 -3.374 5.280
O -6.541 -3.721 5.183
H -8.046 -2.348 4.936
H -8.510 -4.044 4.653
H -8.241 -3.451 6.320
H -6.454 -4.632 5.493
C 4.996 3.303 3.395
O 4.359 3.280 2.124
H 4.236 3.211 4.172
H 5.694 2.465 3.471
H 5.530 4.247 3.521
H 5.053 3.363 1.457
C -6.806 2.282 3.402
O -6.016 1.189 2.953
H -7.218 2.798 2.534
H -7.624 1.914 4.025
H -6.184 2.976 3.973
H -5.664 0.751 3.739
C 8.021 6.613 3.037
O 7.542 5.646 3.962
H 7.625 6.383 2.049
H 7.685 7.607 3.339
H 9.114 6.581 3.006
H 7.907 5.873 4.827
C 5.985 9.271 0.327
O 6.050 8.172 1.224
H 6.752 9.147 -0.438
H 5.002 9.302 -0.148
H 6.166 10.202 0.871
H 5.363 8.307 1.890
C 4.402 -4.046 -4.805
O 3.927 -5.000 -3.867
H 4.000 -4.289 -5.789
H 4.068 -3.046 -4.515
H 5.493 -4.078 -4.842
H 4.296 -4.762 -3.006
C 3.828 5.825 -5.126
O 2.427 5.664 -5.300
H 4.056 5.794 -4.061
H 4.358 5.015 -5.634
H 4.141 6.789 -5.535
H 2.252 5.695 -6.250

[5]
22
Properties=species:S:1:pos:R:3 method="wB97M-V/def2-TZVPD" lumo_energy_ev=-0.520 de_lowest_kcal_mol=169.8 orbital_gap_ev=5.57 total_energy_ha=-292.09846
C -2.849 -0.148 -0.621
C -3.422 -0.662 0.701
C -2.261 1.076 -0.819
N 0.221 -0.816 -0.640
C 0.851 0.283 -0.744
C 2.177 0.383 0.014
C 2.034 0.716 1.492
H -1.548 -0.089 -0.474
H -3.303 -0.740 -1.402
H -3.290 0.191 1.376
H -4.446 -0.999 0.645
H -2.794 -1.500 1.047
H -2.322 1.844 -0.053
H -2.117 1.442 -1.829
H 5.697 -2.952 -1.060
H 0.530 1.163 -1.304
H 5.527 -2.264 -1.279
H 2.644 -0.586 -0.201
H 2.807 1.148 -0.504
H 2.962 0.971 2.021
H 1.534 -0.043 2.098
H 1.369 1.584 1.535

[6]
85
Properties=species:S:1:pos:R:3 method="wB97M-V/def2-TZVPD" lumo_energy_ev="1.952 / 1.889" charge=-1 de_lowest_kcal_mol=17.1 multiplicity=2 orbital_gap_ev="6.50 / 6.45" total_energy_ha=-3739.67591
Ru 1.870 0.199 0.147
S 3.557 -1.291 0.891
C 4.617 0.025 1.152
S 3.861 1.471 0.577
C 5.885 -0.025 1.707
C 6.658 1.158 1.858
N 7.285 2.119 1.987
C 6.451 -1.255 2.139
N 6.914 -2.252 2.491
C -5.024 -0.919 -1.593
C -3.614 -0.955 -1.063
C -3.009 -2.144 -0.668
C -1.704 -2.192 -0.210
C -1.090 -3.524 0.051
O -0.020 -3.853 -0.412
C -1.857 -4.508 0.897
C -2.822 -4.105 1.814
C -3.457 -5.038 2.622
C -3.142 -6.384 2.506
C -2.183 -6.793 1.587
C -1.538 -5.859 0.795
C -0.916 -1.009 -0.089
O 0.257 -1.106 0.420
C -1.549 0.218 -0.458
C -2.864 0.199 -0.936
C -0.910 1.525 -0.267
N 0.354 1.687 -0.118
C 0.927 2.991 0.214
C 1.116 3.115 1.725
Te 1.702 1.231 2.598
C -0.265 0.913 3.382
C -0.860 1.925 4.133
C -2.135 1.761 4.654
C -2.822 0.572 4.437
C -2.219 -0.450 3.719
C -0.940 -0.288 3.198
C -1.831 2.707 -0.201
C -1.936 3.598 -1.263
C -2.795 4.684 -1.177
C -3.550 4.885 -0.029
C -3.451 3.992 1.029
C -2.601 2.900 0.941
H -5.453 -1.921 -1.622
H -5.062 -0.514 -2.606
H -5.672 -0.299 -0.968
H -3.567 -3.073 -0.745
H -3.071 -3.054 1.895
H -4.197 -4.714 3.343
H -3.639 -7.113 3.134
H -1.934 -7.843 1.497
H -0.770 -6.152 0.091
H -3.327 1.140 -1.211
H 0.308 3.822 -0.130
H 1.880 3.046 -0.309
H 0.178 3.379 2.212
H 1.873 3.857 1.969
H -0.331 2.856 4.311
H -2.591 2.558 5.229
H -3.819 0.440 4.838
H -2.747 -1.382 3.562
H -0.474 -1.086 2.635
H -1.338 3.437 -2.152
H -2.873 5.375 -2.007
H -4.218 5.735 0.038
H -4.043 4.140 1.924
H -2.533 2.187 1.756
C 5.559 -1.802 -2.934
C 5.667 -0.296 -3.040
O 4.612 0.413 -2.378
P 3.076 0.439 -2.774
O 2.402 1.566 -2.071
Te 1.856 -1.523 -2.213
O 3.213 0.701 -4.363
C 2.008 0.891 -5.117
C 1.661 2.362 -5.205
H 6.464 -2.247 -3.355
H 4.698 -2.185 -3.479
H 5.465 -2.109 -1.892
H 5.703 0.029 -4.082
H 6.570 0.051 -2.539
H 1.195 0.323 -4.655
H 2.198 0.465 -6.103
H 1.500 2.761 -4.203
H 0.752 2.498 -5.795
H 2.470 2.920 -5.677

What did the fifth record say?
22
Properties=species:S:1:pos:R:3 method="wB97M-V/def2-TZVPD" lumo_energy_ev=-0.520 de_lowest_kcal_mol=169.8 orbital_gap_ev=5.57 total_energy_ha=-292.09846
C -2.849 -0.148 -0.621
C -3.422 -0.662 0.701
C -2.261 1.076 -0.819
N 0.221 -0.816 -0.640
C 0.851 0.283 -0.744
C 2.177 0.383 0.014
C 2.034 0.716 1.492
H -1.548 -0.089 -0.474
H -3.303 -0.740 -1.402
H -3.290 0.191 1.376
H -4.446 -0.999 0.645
H -2.794 -1.500 1.047
H -2.322 1.844 -0.053
H -2.117 1.442 -1.829
H 5.697 -2.952 -1.060
H 0.530 1.163 -1.304
H 5.527 -2.264 -1.279
H 2.644 -0.586 -0.201
H 2.807 1.148 -0.504
H 2.962 0.971 2.021
H 1.534 -0.043 2.098
H 1.369 1.584 1.535